Here is a molecular structure, C17H42B4N4O10 from the Open Molecules 2025 dataset. Energies are from the ωB97M-V functional and the def2-TZVPD basis.

```
77
Properties=species:S:1:pos:R:3
C 0.99 1.82 -1.67
C -0.53 1.69 -1.86
C -1.30 1.71 -0.53
C -1.27 0.35 0.17
O -2.59 -0.19 0.32
B -2.88 -1.32 -0.35
O -4.09 -1.42 -1.05
B -3.83 -1.66 -2.37
O -2.65 -2.28 -2.75
B -1.76 -2.73 -1.78
C -0.46 -3.52 -2.12
B -0.19 -3.76 -3.65
O -1.18 -4.05 -4.58
O 1.13 -3.73 -4.07
O -2.02 -2.40 -0.46
H 1.43 2.46 -2.43
H 1.22 2.26 -0.71
H 1.47 0.85 -1.74
H -0.77 0.76 -2.38
H -0.89 2.50 -2.49
H -2.33 2.03 -0.69
H -0.81 2.43 0.11
H -0.82 0.44 1.16
H -0.61 -0.33 -0.39
H -4.62 -1.31 -3.19
H 0.36 -2.91 -1.73
H -0.42 -4.44 -1.54
H -1.46 -3.27 -5.07
H 1.21 -3.23 -4.88
C -2.20 5.27 1.66
C -0.99 5.58 0.83
O -0.49 4.75 0.08
N -0.46 6.82 0.94
C -0.91 7.92 1.78
H -2.50 4.24 1.46
H -1.98 5.37 2.73
H -3.03 5.93 1.41
H 0.35 6.97 0.36
H -1.17 8.78 1.16
H -0.13 8.22 2.47
H -1.78 7.64 2.36
C 3.76 -4.63 -2.43
C 4.67 -4.74 -1.23
O 5.25 -3.77 -0.76
N 4.82 -5.97 -0.67
C 4.20 -7.22 -1.08
H 3.73 -3.60 -2.75
H 4.14 -5.25 -3.25
H 2.75 -4.95 -2.18
H 5.44 -5.98 0.12
H 3.60 -7.62 -0.26
H 4.96 -7.95 -1.34
H 3.56 -7.06 -1.93
C -1.45 8.50 6.96
C -0.86 9.15 5.74
O -1.19 8.83 4.61
N 0.07 10.13 5.93
C 0.58 10.64 7.19
H -2.17 7.76 6.63
H -0.68 8.02 7.56
H -1.97 9.24 7.58
H 0.42 10.52 5.08
H 0.37 11.71 7.28
H 1.66 10.50 7.25
H 0.11 10.13 8.03
C -0.69 -7.17 -2.91
C 0.37 -7.43 -1.86
O 1.00 -6.52 -1.33
N 0.61 -8.72 -1.53
C -0.02 -9.92 -2.05
H -0.79 -6.11 -3.09
H -0.41 -7.65 -3.85
H -1.65 -7.56 -2.58
H 1.33 -8.83 -0.82
H -0.50 -10.47 -1.25
H 0.73 -10.57 -2.51
H -0.76 -9.66 -2.79
```

Output
E_tot = -1744.254538 Ha
HOMO = -8.916 eV

In the Mulliken picture, each atom carries the following charge in e: number 1, C, carries -1.212; number 2, C, carries -0.483; number 3, C, carries -0.285; number 4, C, carries -0.373; number 5, O, carries -0.660; number 6, B, carries 0.910; number 7, O, carries -0.509; number 8, B, carries 0.491; number 9, O, carries -0.616; number 10, B, carries 0.310; number 11, C, carries -0.650; number 12, B, carries 1.183; number 13, O, carries -0.648; number 14, O, carries -0.580; number 15, O, carries -0.168; number 16, H, carries 0.338; number 17, H, carries 0.296; number 18, H, carries 0.350; number 19, H, carries 0.246; number 20, H, carries 0.420; number 21, H, carries 0.415; number 22, H, carries 0.117; number 23, H, carries 0.275; number 24, H, carries 0.167; number 25, H, carries -0.163; number 26, H, carries 0.134; number 27, H, carries 0.316; number 28, H, carries 0.287; number 29, H, carries 0.233; number 30, C, carries -1.141; number 31, C, carries 0.813; number 32, O, carries -0.624; number 33, N, carries -0.153; number 34, C, carries -0.847; number 35, H, carries 0.174; number 36, H, carries 0.352; number 37, H, carries 0.363; number 38, H, carries 0.235; number 39, H, carries 0.252; number 40, H, carries 0.307; number 41, H, carries 0.283; number 42, C, carries -0.766; number 43, C, carries 0.582; number 44, O, carries -0.670; number 45, N, carries -0.124; number 46, C, carries -0.714; number 47, H, carries 0.278; number 48, H, carries 0.392; number 49, H, carries 0.051; number 50, H, carries 0.224; number 51, H, carries 0.257; number 52, H, carries 0.284; number 53, H, carries 0.216; number 54, C, carries -1.324; number 55, C, carries 0.766; number 56, O, carries -0.588; number 57, N, carries -0.158; number 58, C, carries -0.834; number 59, H, carries 0.271; number 60, H, carries 0.371; number 61, H, carries 0.380; number 62, H, carries 0.223; number 63, H, carries 0.287; number 64, H, carries 0.284; number 65, H, carries 0.317; number 66, C, carries -1.157; number 67, C, carries 0.881; number 68, O, carries -0.620; number 69, N, carries -0.157; number 70, C, carries -0.931; number 71, H, carries -0.132; number 72, H, carries 0.372; number 73, H, carries 0.412; number 74, H, carries 0.231; number 75, H, carries 0.301; number 76, H, carries 0.299; number 77, H, carries 0.344